Computed, not measured: the ion C4H11N2O with charge -1 at a distorted geometry, with ωB97M-V/def2-TZVPD.

Summary:
gap between HOMO and LUMO: 0.271 Eh
total charge: -1
SMILES string: NCNCCC[O-]
LUMO: 4.3 eV
calculated total energy: -343.7044 Ha

Geometry as XYZ:
```
18
Properties=species:S:1:pos:R:3:forces:R:3:nbo_charge:R:1
N 1.0735 1.6568 1.9530 1.143 0.181 0.063 -0.89
C 1.5114 1.2507 0.5825 -1.942 0.884 -0.290 -0.04
N 0.4159 0.6691 -0.1183 0.398 -3.226 -0.438 -0.78
C 0.5832 -0.8100 -0.3542 0.963 1.634 0.220 -0.21
C -0.6494 -1.4536 -0.9050 -0.375 -0.560 -1.539 -0.44
C -1.9857 -0.7780 -0.5056 1.298 -0.380 -0.662 -0.03
O -1.9870 0.5014 -0.9644 -0.289 0.171 -0.085 -0.93
H 0.8383 2.6361 1.9171 -0.420 0.058 0.159 0.34
H 0.2395 1.1087 2.1210 -0.171 0.247 -0.006 0.37
H 1.8169 2.1389 0.0086 0.465 0.161 0.520 0.15
H 2.3626 0.5794 0.7044 -0.071 -0.242 -0.373 0.15
H -0.5577 0.8499 -0.5807 -0.063 1.212 0.543 0.47
H 1.3689 -0.8456 -1.1216 0.353 -0.794 0.205 0.15
H 0.9347 -1.2834 0.5724 0.037 -0.141 -0.023 0.15
H -0.6633 -2.5627 -0.8722 0.122 0.252 0.892 0.17
H -0.6079 -1.3513 -2.0025 -0.133 0.455 0.082 0.18
H -2.0086 -0.8358 0.6104 -0.688 -0.302 -0.126 0.10
H -2.6853 -1.4704 -1.0451 -0.628 0.391 0.858 0.10
```
Positions in Å, forces in eV/Å.



Computed, not measured: a structure of composition C4H11N2O at a distorted geometry, with ωB97M-V/def2-TZVPD.

Summary:
gap between HOMO and LUMO: 0.240 Eh
total charge: -1
LUMO: 4.1 eV
calculated total energy: -343.6176 Ha

Geometry as XYZ:
```
18
Properties=species:S:1:pos:R:3:forces:R:3:nbo_charge:R:1
N 0.7957 -0.3729 1.9894 1.895 0.826 -3.754 -0.88
C 0.0479 0.0853 0.6261 -5.286 -1.161 -0.362 -0.22
C 0.2218 1.2821 -0.3163 0.226 0.625 1.237 -0.46
C -1.1062 1.5421 -1.1128 -1.347 -1.706 -0.709 -0.01
O -1.0691 0.9882 -2.3419 0.264 0.210 0.003 -0.96
C -0.1973 -1.2441 -0.2053 0.552 -0.081 -0.762 -0.24
N 0.7060 -2.3617 0.0551 -0.099 -0.378 1.109 -0.87
H -0.9391 0.2530 1.0448 -0.200 0.356 -0.187 0.21
H 1.0745 0.4697 2.4945 -0.153 0.235 -0.347 0.33
H 1.2911 -0.2182 0.9506 2.304 -1.053 3.553 0.41
H 0.9770 1.1589 -1.0866 0.322 -0.007 0.056 0.21
H 0.4361 2.1256 0.3459 0.296 0.417 -0.161 0.17
H -1.4183 2.6008 -1.1296 0.603 0.624 0.240 0.09
H -1.9816 1.0768 -0.5138 0.732 0.320 0.136 0.06
H -0.1458 -1.0221 -1.2744 -0.138 0.393 0.124 0.24
H -1.2156 -1.6022 -0.0525 -0.022 0.149 0.294 0.18
H 0.9870 -2.2879 1.0307 0.096 -0.328 -0.167 0.37
H 1.5359 -2.4734 -0.5039 -0.046 0.558 -0.302 0.35
```
Positions in Å, forces in eV/Å.